1.
Molecular formula: C6H11N
Method: DFT, wB97M-V/def2-TZVPD

Calculated values
* SMILES string: C=CC/C(C)=C/N
* energy above the lowest of the compared OMol25 structures with the same formula, charge and spin: 157.5 kJ/mol
* highest occupied orbital energy: -7.994 eV
* E: -289.911675 hartree
* orbital gap: 9.02 eV

Geometry (Å):
N: 2.39 0.37 -1.18
C: 1.34 -1.15 1.29
C: -2.87 1.09 0.18
C: -1.90 0.38 -0.37
C: 1.05 0.25 -0.77
C: -0.97 -0.56 0.40
C: 0.52 -0.41 0.26
H: -3.58 1.73 -0.33
H: 0.35 0.87 -1.31
H: 1.03 -0.94 2.32
H: 3.02 0.00 -0.48
H: -1.61 0.46 -1.42
H: -2.88 1.18 1.27
H: 2.30 -0.62 1.34
H: -1.39 -0.42 1.40
H: 2.61 1.31 -1.47
H: -1.24 -1.62 0.25
H: 1.52 -2.21 1.14

***

2.
Molecular formula: C6H11N
Method: DFT, wB97M-V/def2-TZVPD

Calculated values
* SMILES string: C=CC/C(C)=C/N
* energy above the lowest of the compared OMol25 structures with the same formula, charge and spin: 318.5 kJ/mol
* highest occupied orbital energy: -7.819 eV
* E: -289.850358 hartree
* orbital gap: 8.84 eV

Geometry (Å):
N: 0.15 1.25 2.36
C: -1.51 -0.65 -0.96
C: 0.62 0.25 0.15
C: -1.88 -1.92 -1.05
C: -0.03 0.29 1.34
C: 0.00 -0.39 -1.13
C: 2.06 0.74 -0.10
H: 1.98 1.48 -1.00
H: 0.96 1.77 2.30
H: 2.56 -0.14 -0.42
H: -0.72 1.79 2.51
H: -1.98 0.30 -0.66
H: 2.42 1.48 0.52
H: -0.91 -0.31 1.54
H: -1.20 -2.68 -0.87
H: 0.18 0.31 -2.12
H: 0.26 -1.40 -1.28
H: -2.95 -2.15 -1.11

***

3.
Molecular formula: C6H11N
Method: DFT, wB97M-V/def2-TZVPD

Calculated values
* SMILES string: C=C/N=C(\C)CC
* energy above the lowest of the compared OMol25 structures with the same formula, charge and spin: 275.0 kJ/mol
* highest occupied orbital energy: -8.788 eV
* E: -289.866954 hartree
* orbital gap: 9.86 eV

Geometry (Å):
N: 0.37 -0.73 0.41
C: 0.37 1.80 0.17
C: 2.88 -0.60 -0.51
C: -0.06 0.38 0.20
C: -2.34 -1.24 -0.19
C: -1.86 0.17 0.02
C: 2.07 -0.70 0.53
H: -0.36 2.42 0.68
H: -3.42 -1.26 -0.36
H: -2.11 -1.86 0.67
H: 2.40 -0.95 1.53
H: 0.44 2.13 -0.87
H: -1.85 -1.69 -1.06
H: -2.07 0.82 -0.83
H: 3.93 -0.86 -0.45
H: -2.25 0.63 0.92
H: 1.35 1.90 0.64
H: 2.51 -0.36 -1.50

***

4.
Molecular formula: C6H11N2
Method: DFT, wB97M-V/def2-TZVPD

Calculated values
* charge: +1
* multiplicity: 3
* energy above the lowest of the compared OMol25 structures with the same formula, charge and spin: 132.1 kJ/mol
* highest occupied orbital energy (spin up / spin down): -10.133 / -14.748 eV
* E: -344.296636 hartree
* <S²>: 2.01
* orbital gap (spin up / spin down): 7.53 / 8.08 eV

Geometry (Å):
N: 0.54 0.37 1.39
N: -0.83 0.39 -1.76
C: -0.06 -0.20 0.31
C: 0.68 -1.09 -0.72
C: 0.02 -0.92 -2.00
C: -0.90 0.64 -0.51
C: 0.33 1.74 1.72
C: 0.12 -1.89 0.42
H: 1.76 -0.88 -0.69
H: -0.84 -2.37 0.38
H: -1.50 1.52 -0.16
H: 0.89 2.64 1.20
H: -1.49 0.83 -2.41
H: 0.82 -2.05 1.34
H: 0.63 -0.66 -2.90
H: 0.69 1.73 2.71
H: 0.59 -0.10 2.29
H: -0.73 1.98 1.69
H: -0.71 -1.70 -2.29